Density functional theory data (ωB97M-V/def2-TZVPD) for a 7-piece molecular cluster, C38H44BrF18N3O18 overall at a distorted geometry.

Highest occupied orbital energy (eV): -10.208
HOMO-LUMO gap (eV): 8.53
SMILES: [H]/N=C\CC1=C(CON=O)C(=O)C(N(C)C(C)=O)=C(CC(=O)Br)C1=O.CCOC(=O)C(F)(F)F.CCOC(=O)C(F)(F)F.CCOC(=O)C(F)(F)F.CCOC(=O)C(F)(F)F.CCOC(=O)C(F)(F)F.CCOC(=O)C(F)(F)F

```
! wB97M-V def2-TZVPD RIJCOSX def2/J DEFGRID3
* xyz 0 1
H -8.18282 5.65622 2.37071
N -8.87919 4.93113 2.58720
C -8.77963 3.99855 1.75612
C -7.73959 3.99337 0.59762
C -6.35120 3.98781 1.25008
C -5.84373 2.90245 1.82592
C -6.59673 1.57637 1.83197
O -6.61307 0.95816 0.51531
N -5.28924 0.90552 0.06864
O -5.23778 1.15339 -1.07369
C -4.47993 2.98149 2.49269
O -4.19025 2.10109 3.22902
C -3.54588 4.15999 2.24416
N -2.17892 4.10244 2.65035
C -2.13453 4.38572 4.11819
C -1.57571 2.87222 2.29561
C -0.34547 2.42380 3.11844
O -1.92991 2.19834 1.38248
C -4.03817 5.24261 1.65181
C -3.26049 6.50329 1.29316
C -2.40717 7.09300 2.43107
O -1.29800 6.84438 2.58196
Br -3.22347 8.37070 3.66633
C -5.50734 5.25784 1.25337
O -6.04385 6.25228 0.89653
H -9.48472 3.16132 1.90476
H -7.87374 3.14545 -0.08840
H -7.88100 4.95183 0.07006
H -7.64344 1.68114 2.14217
H -6.11246 0.84661 2.50501
H -1.17306 4.83278 4.41451
H -2.39204 3.49531 4.71235
H -2.91769 5.13720 4.32168
H 0.44606 3.16993 2.92134
H -0.04504 1.43299 2.75471
H -0.55315 2.31039 4.19115
H -2.60024 6.34519 0.42228
H -3.96039 7.30013 0.98127
C 5.99297 2.51114 1.82384
C 5.85262 1.06908 2.25795
O 5.03249 0.96857 3.43591
C 3.71879 0.97893 3.22449
O 3.19084 1.06559 2.15358
C 2.96695 0.81872 4.54898
F 3.47601 1.59225 5.52062
F 3.01962 -0.44910 4.99256
F 1.67509 1.14343 4.42143
H 6.36654 3.12826 2.64248
H 6.67717 2.59297 0.97902
H 5.02797 2.92537 1.52875
H 6.82930 0.66697 2.52363
H 5.45396 0.44640 1.45626
C -3.14104 -1.75205 1.50495
C -3.64375 -2.76464 0.49874
O -3.42980 -4.10873 0.97003
C -4.34162 -4.58372 1.81458
O -5.30366 -3.98951 2.20424
C -4.00602 -6.03209 2.18561
F -2.70354 -6.19694 2.46447
F -4.29717 -6.87587 1.17571
F -4.69168 -6.44642 3.25791
H -2.09533 -1.94250 1.75208
H -3.23140 -0.74013 1.10943
H -3.70519 -1.80982 2.43697
H -3.08394 -2.67239 -0.43087
H -4.69558 -2.60492 0.25911
C 6.91568 -3.61552 -1.75603
C 5.78336 -2.67246 -1.40745
O 6.18796 -1.30054 -1.57624
C 6.12660 -0.82525 -2.81965
O 5.77222 -1.44489 -3.77927
C 6.53401 0.65108 -2.84791
F 7.63481 0.89218 -2.11576
F 5.56392 1.44584 -2.35951
F 6.79805 1.07421 -4.08792
H 7.80841 -3.37145 -1.17796
H 6.63165 -4.64726 -1.54943
H 7.18374 -3.53529 -2.81005
H 5.51653 -2.78678 -0.35769
H 4.88903 -2.88397 -1.99384
C 2.63225 2.99500 -2.51883
C 1.48881 3.92438 -2.16969
O 1.87585 5.29981 -2.33767
C 1.80854 5.77939 -3.57929
O 1.45982 5.16183 -4.54190
C 2.20092 7.26092 -3.58985
F 3.29746 7.49610 -2.85019
F 1.21307 8.02543 -3.08988
F 2.45621 7.69849 -4.82525
H 3.52246 3.24991 -1.94169
H 2.36177 1.95916 -2.31292
H 2.89940 3.07947 -3.57303
H 1.22253 3.80595 -1.12011
H 0.59689 3.70156 -2.75578
C 8.59644 0.28058 -6.53147
C 7.38412 -0.47180 -7.03927
O 7.23764 -0.30714 -8.46133
C 7.98106 -1.10841 -9.22238
O 8.74588 -1.93437 -8.81778
C 7.68052 -0.85115 -10.70313
F 7.62546 0.46112 -10.98461
F 6.49615 -1.38290 -11.05489
F 8.60960 -1.38746 -11.49920
H 8.54644 1.33063 -6.82461
H 8.65743 0.21967 -5.44646
H 9.51720 -0.12547 -6.95249
H 6.48035 -0.06616 -6.58756
H 7.42840 -1.52906 -6.77714
C -5.48568 -9.00334 3.29947
C -5.36791 -10.16169 2.33162
O -4.78958 -11.31334 2.97347
C -5.62576 -12.06966 3.68226
O -6.79570 -11.86493 3.82249
C -4.87787 -13.27631 4.26002
F -3.69338 -12.92797 4.78986
F -4.63204 -14.19378 3.30730
F -5.57872 -13.88108 5.22303
H -4.51954 -8.78352 3.75189
H -5.84799 -8.12173 2.78965
H -6.17428 -9.24053 4.11228
H -4.69640 -9.89533 1.51617
H -6.33137 -10.41345 1.88729
*
```

Mulliken population analysis, charges in e, atoms 1 to 8: 0.32, -0.67, -0.08, -1.11, 0.78, 0.04, -1.01, -0.31